<i>
Molecular formula: C8H24O4
Method: DFT, ωB97M-V/def2-TZVPD

Geometry (Å):
O  -1.591  -2.085  0.561
O  2.886  2.629  -0.992
O  4.238  -0.876  3.072
O  -3.101  1.023  -3.969
C  -3.666  0.205  -2.968
C  1.238  3.194  0.662
C  -1.127  -0.758  0.431
C  3.728  -2.048  2.446
C  2.469  -1.735  1.646
C  -2.066  0.268  1.029
C  -3.117  -1.205  -2.941
C  1.993  2.083  -0.018
H  0.630  3.753  -0.048
H  -3.478  0.769  -4.816
H  -3.470  0.698  -2.013
H  3.541  -2.842  3.173
H  -3.736  -1.860  -2.316
H  -3.052  -1.703  -3.909
H  -1.531  1.196  1.257
H  2.938  2.029  -1.738
H  2.539  1.501  0.728
H  4.179  -0.967  4.025
H  -1.756  -2.254  1.494
H  -4.767  0.200  -3.026
H  -2.487  -0.090  1.971
H  -1.018  -0.565  -0.637
H  4.489  -2.419  1.754
H  -2.886  0.535  0.362
H  1.916  3.883  1.166
H  2.747  -1.130  0.779
H  -0.134  -0.617  0.876
H  1.766  -1.120  2.212
H  1.268  1.427  -0.513
H  0.579  2.768  1.425
H  -2.130  -1.244  -2.475
H  1.968  -2.643  1.310

Computed properties:
Multiplicity: 1
Structure (SMILES): CCO.CCO.CCO.CCO
Highest occupied orbital energy, eV: -10.219

<ii>
Molecular formula: C8H24O4
Method: DFT, ωB97M-V/def2-TZVPD

Geometry (Å):
O  3.184  1.538  1.915
O  -0.200  -0.798  -0.937
O  -1.585  1.673  -0.379
O  0.060  -2.453  1.415
C  1.834  -4.082  1.850
C  1.459  -2.678  1.415
C  1.995  2.160  2.311
C  0.922  1.576  1.361
C  -2.984  1.851  -0.673
C  -0.105  -1.709  -3.257
C  -3.087  3.151  -1.433
C  -0.751  -0.806  -2.288
H  1.766  -2.419  0.401
H  -0.112  -1.931  0.627
H  2.031  3.246  2.222
H  1.243  -4.825  1.315
H  -0.748  0.216  -2.667
H  0.969  -1.575  -3.391
H  3.891  2.031  2.337
H  -3.357  1.010  -1.257
H  -0.582  -1.639  -4.235
H  -2.244  3.004  -2.108
H  2.879  -4.263  1.598
H  -1.223  2.421  0.100
H  1.178  1.961  0.374
H  -0.446  0.071  -0.612
H  -0.044  1.954  1.695
H  -3.449  1.823  0.312
H  -1.758  -1.218  -2.222
H  1.697  -4.264  2.916
H  -2.805  3.905  -0.699
H  1.707  1.915  3.333
H  0.921  0.487  1.372
H  -4.012  3.429  -1.940
H  -0.191  -2.737  -2.907
H  1.950  -2.024  2.135

Computed properties:
Multiplicity: 1
Structure (SMILES): CCO.CCO.CCO.CCO
Highest occupied orbital energy, eV: -9.319

Name the least stable of them. <ii>.

<i>
Molecular formula: C3H11N3P
Method: DFT, ωB97M-V/def2-TZVPD

Geometry (Å):
P  -1.978  0.568  0.238
N  1.068  0.916  -0.375
N  2.912  -0.482  -0.010
N  0.061  1.692  0.210
C  -1.777  0.114  -1.521
C  -1.388  -0.950  1.097
C  1.993  0.405  0.363
H  -2.236  -1.704  0.780
H  -2.296  0.896  -2.122
H  -0.263  -1.198  0.924
H  3.863  -0.304  0.396
H  2.857  -0.747  -1.022
H  -0.730  -0.297  -1.739
H  -1.511  -0.920  2.217
H  1.814  0.370  1.440
H  0.256  1.894  1.207
H  -0.061  2.509  -0.375
H  -2.217  -0.798  -1.756

Computed properties:
Multiplicity: 1
Highest occupied orbital energy, eV: -13.414
Total charge: +1

<ii>
Molecular formula: C3H11N3P
Method: DFT, ωB97M-V/def2-TZVPD

Geometry (Å):
P  1.048  0.188  1.020
N  -0.320  -0.797  0.221
N  -1.378  -0.024  -0.089
N  -3.505  0.533  0.391
C  2.312  -0.798  0.188
C  0.925  1.674  -0.045
C  -2.521  -0.355  0.358
H  1.968  -1.066  -0.761
H  -0.141  2.260  0.096
H  -3.291  1.397  0.077
H  2.911  -1.584  0.660
H  -0.485  -1.608  0.769
H  1.059  1.553  -1.133
H  0.220  -1.541  -1.043
H  -4.435  0.199  0.534
H  1.724  2.375  0.275
H  -2.883  -1.368  0.623
H  3.217  -0.167  0.010

Computed properties:
Multiplicity: 1
Highest occupied orbital energy, eV: -13.499
Total charge: +1

Name the least stable of them. <ii>.

<i>
Molecular formula: C4H11NOP
Method: DFT, ωB97M-V/def2-TZVPD

Geometry (Å):
P  2.364  -0.769  0.198
O  -2.026  0.880  0.054
N  -1.147  -1.996  0.037
C  1.836  1.067  -0.049
C  -0.366  -0.831  0.540
C  -0.648  0.507  -0.129
C  0.374  1.485  0.400
H  0.038  2.503  -0.006
H  0.197  1.444  1.527
H  -1.265  -2.667  0.818
H  2.049  -1.072  -1.192
H  -0.534  -0.791  1.687
H  2.472  1.513  0.713
H  2.036  1.532  -1.046
H  -0.658  -2.191  -0.784
H  -1.938  1.302  0.969
H  -2.137  -1.544  -0.146
H  -0.532  0.534  -1.237

Computed properties:
Multiplicity: 1
Highest occupied orbital energy (spin up / spin down), eV: -13.190 / -13.190
Total charge: +1

<ii>
Molecular formula: C4H11NOP
Method: DFT, ωB97M-V/def2-TZVPD

Geometry (Å):
P  -4.012  -0.496  0.046
O  -1.517  1.218  -0.033
N  0.526  0.202  0.126
C  2.288  -0.942  0.120
C  0.870  -1.083  -0.604
C  -0.234  1.344  -0.369
C  1.893  0.466  0.576
H  -3.481  -1.044  1.319
H  0.678  -0.919  -1.720
H  3.094  -0.947  -0.479
H  2.205  1.250  -0.054
H  -2.277  1.303  -0.629
H  0.068  1.868  -1.151
H  0.225  -2.014  -0.330
H  2.491  -1.516  0.907
H  -4.951  0.377  0.827
H  2.099  0.553  1.575
H  -0.011  0.016  0.890

Computed properties:
Multiplicity: 1
Highest occupied orbital energy (spin up / spin down), eV: -12.998 / -12.211
Total charge: +1

Name the least stable of them. <ii>.

<i>
Molecular formula: C7H10S
Method: DFT, ωB97M-V/def2-TZVPD

Geometry (Å):
S  -1.947  0.009  -0.489
C  -0.350  -0.283  0.166
C  1.997  0.110  -0.122
C  1.714  -1.123  -0.286
C  0.303  -1.421  -0.398
C  0.615  2.133  -0.132
C  0.686  0.785  -0.031
C  -0.477  -0.347  1.690
H  1.534  2.787  0.224
H  -1.230  0.589  1.999
H  -0.951  1.065  -1.455
H  0.314  -1.560  -1.645
H  2.899  0.673  -0.167
H  -0.145  2.863  -0.128
H  0.586  -0.143  2.139
H  2.420  -1.928  -0.640
H  -1.098  -1.240  2.070
H  -0.099  -2.373  0.094

Computed properties:
Multiplicity: 1
Highest occupied orbital energy, eV: -8.725

<ii>
Molecular formula: C7H10S
Method: DFT, ωB97M-V/def2-TZVPD

Geometry (Å):
S  -0.667  0.313  -2.001
C  -2.443  0.996  1.449
C  -1.666  0.281  0.666
C  0.948  0.433  0.179
C  1.731  -0.723  0.867
C  0.986  -0.920  -0.490
C  -0.425  0.889  -0.147
C  0.917  -0.656  -1.910
H  1.849  0.067  -2.209
H  -2.539  2.016  1.307
H  -0.593  1.966  -0.190
H  1.056  -1.728  -2.349
H  -1.826  -0.871  0.496
H  1.720  1.155  -0.273
H  1.183  -1.388  1.631
H  2.858  -0.751  1.105
H  -0.040  -1.496  -0.355
H  -3.049  0.417  2.224

Computed properties:
Multiplicity: 1
Structure (SMILES): C=C[C@@H]1SC[C@H]2C[C@@H]21
Highest occupied orbital energy, eV: -8.573

Name the least stable of them. <ii>.

<i>
Molecular formula: C6H8N2O3S
Method: DFT, ωB97M-V/def2-TZVPD

Geometry (Å):
S  -2.224  1.293  0.279
O  -2.802  2.366  -0.538
O  1.931  -1.230  -0.839
O  -2.457  -2.591  0.334
N  3.585  0.720  0.602
N  0.112  -0.073  -0.014
C  -0.476  1.061  -0.282
C  -1.998  -1.497  0.117
C  2.245  0.773  0.402
C  1.553  -0.229  -0.336
C  -2.622  -0.323  -0.651
C  -0.496  -1.253  0.487
H  -2.175  -0.289  -1.580
H  4.081  0.030  0.140
H  0.237  -1.972  -0.094
H  -0.102  1.870  -0.985
H  -3.767  -0.218  -0.755
H  3.988  1.237  1.385
H  -0.379  -1.321  1.576
H  1.765  1.645  0.753

Computed properties:
Multiplicity: 1
Highest occupied orbital energy (spin up / spin down), eV: -6.728 / -7.564

<ii>
Molecular formula: C6H8N2O3S
Method: DFT, ωB97M-V/def2-TZVPD

Geometry (Å):
S  2.095  -0.365  0.455
O  2.613  0.008  1.731
O  1.255  2.172  0.801
O  2.171  -1.803  0.172
N  0.298  1.367  0.607
N  2.722  0.595  -0.704
C  -1.025  1.903  0.629
C  -2.020  1.308  -0.011
C  -1.031  -2.404  -0.461
C  0.474  0.127  0.334
C  -2.221  -0.028  -0.435
C  -1.374  -1.054  -0.344
H  -1.138  2.906  0.629
H  3.678  0.460  -0.740
H  -2.931  1.925  0.025
H  -3.187  -0.331  -0.932
H  -1.318  -2.734  -1.469
H  2.563  1.500  -0.177
H  -1.653  -3.029  0.012
H  0.029  -2.524  -0.124

Computed properties:
Multiplicity: 1
Highest occupied orbital energy, eV: -9.288

Name the least stable of them. <ii>.